A molecular structure, C6H13O3Ru in a non-equilibrium geometry, computed with wB97M-V/def2-TZVPD.

XYZ file:
```
23
Properties=species:S:1:pos:R:3:lowdin_spin:R:1
C -1.635 -3.105 -1.135 0.3694
O -1.198 -2.212 -2.028 0.3616
C -1.404 -0.820 -1.761 0.0146
C -0.129 -0.194 -1.246 0.0356
O 0.343 -0.852 -0.060 0.2628
Ru 0.189 -2.736 0.274 3.8963
H -2.472 -2.809 -0.488 0.0426
H -1.552 -4.137 -1.490 0.0417
H -2.234 -0.684 -1.055 0.0017
H -1.669 -0.350 -2.714 0.0041
H -0.361 0.855 -1.034 0.0037
H 0.679 -0.302 -1.981 0.0042
C 0.726 -0.078 1.073 0.3443
C 0.685 1.034 2.034 0.0708
O 1.103 1.663 0.546 0.3325
C 1.653 2.946 0.689 0.0631
H 1.517 -0.653 1.594 0.0190
H -0.530 0.318 1.361 0.0735
H 0.931 0.485 2.965 0.0104
H 2.061 3.238 -0.285 0.0207
H 0.879 3.669 0.993 0.0052
H 2.480 2.940 1.417 0.0108
H -0.064 1.781 2.329 0.0114
```

For the gap between HOMO and LUMO (spin up / spin down), the calculation gives 7.665 / 6.874 eV. The calculation puts the LUMO energy (spin up / spin down) at -13.2 / -15.8 eV. For the energy relative to the best compared isomer or geometry (same formula, charge and spin), the calculation gives 2.415 eV. The HOMO energy (spin up / spin down) comes out at -20.9 / -22.7 eV. The total energy is -555.2251 Eh. The spin multiplicity is 7. Its charge is +3.